Record 1
Molecular formula: C16H10ClF5Ir
Method: DFT, ωB97M-V/def2-TZVPD

Last column: Mulliken charge in e.
Element x y z (Å)
C1 -2.05 -1.36 -0.88  -0.3980
C2 -1.53 -1.50 -2.21  -0.7204
C3 -1.22 -0.24 -2.71  -0.1124
H1 -1.47 -2.46 -2.75  0.3842
C4 -1.39 0.72 -1.70  -0.6850
C5 -2.04 0.09 -0.57  -0.7133
H2 -2.66 0.58 0.17  0.6047
H3 -2.55 -2.13 -0.27  0.5347
H4 -0.96 -0.02 -3.76  0.4720
H5 -1.27 1.81 -1.82  0.3991
Ir1 -0.27 -0.62 0.01  0.8777
Cl1 0.51 -2.76 0.21  -0.4804
C6 1.89 -0.40 -0.74  -0.5992
C7 1.83 0.88 -1.49  -0.4287
C8 1.92 0.61 -2.84  -0.4671
H6 1.49 1.78 -0.98  0.4570
C9 2.28 -0.77 -3.04  -0.3688
C10 2.37 -1.37 -1.79  -0.5341
H7 2.70 -2.39 -1.55  0.4340
H8 2.17 -0.53 0.31  0.7594
H9 1.60 1.30 -3.65  0.4203
H10 2.41 -1.25 -3.99  0.4493
F1 -2.22 -1.01 2.27  -0.2831
C11 -1.29 -0.10 2.61  0.5490
C12 -0.26 0.31 1.74  -0.7698
C13 0.65 1.27 2.16  0.5380
F2 1.66 1.76 1.37  -0.2937
C14 0.60 1.76 3.45  0.2519
F3 1.52 2.65 3.86  -0.2928
C15 -0.38 1.30 4.33  0.4342
F4 -0.43 1.79 5.58  -0.2898
C16 -1.33 0.38 3.91  0.1639
F5 -2.29 -0.07 4.74  -0.2928

The calculation puts the energy above the lowest of the compared OMol25 structures with the same formula, charge and spin at 0.0 kcal per mole. For the total energy, the calculation gives -45694.8899 eV. As for the HOMO-LUMO gap (spin up / spin down): 6.9 / 5.9 eV. As for the multiplicity: 6.

---

Record 2
Molecular formula: C16H10ClF5Mn
Method: DFT, ωB97M-V/def2-TZVPD

Last column: Mulliken charge in e.
Element x y z (Å)
C1 -2.23 -1.36 -0.97  -0.8551
C2 -1.39 -1.52 -2.14  -0.1560
C3 -1.13 -0.24 -2.68  -0.5009
H1 -1.18 -2.47 -2.64  0.3845
C4 -1.53 0.74 -1.75  -0.4661
C5 -2.14 0.09 -0.63  -0.7879
H2 -2.72 0.58 0.15  0.5916
H3 -2.89 -2.08 -0.48  0.5036
H4 -0.78 -0.04 -3.69  0.4353
H5 -1.55 1.81 -1.93  0.3494
Mn1 -0.56 -1.10 0.23  -0.0638
Cl1 0.14 -3.21 0.03  -0.6300
C6 2.52 -0.19 -1.01  -0.6185
C7 2.36 1.03 -1.74  -0.4623
C8 2.20 0.70 -3.13  -0.6375
H6 2.32 2.00 -1.27  0.3732
C9 2.26 -0.73 -3.25  -0.5409
C10 2.48 -1.26 -1.94  -0.6180
H7 2.51 -2.31 -1.67  0.3773
H8 2.56 -0.28 0.08  0.5208
H9 2.04 1.43 -3.94  0.3612
H10 2.10 -1.33 -4.14  0.3974
F1 -2.40 -1.09 2.70  -0.3223
C11 -1.35 -0.26 3.02  1.1768
C12 -0.39 0.01 2.05  -1.2692
C13 0.43 1.11 2.32  1.2143
F2 1.08 1.75 1.30  -0.2390
C14 0.47 1.75 3.56  -0.1532
F3 1.37 2.73 3.80  -0.3263
C15 -0.44 1.36 4.55  0.6798
F4 -0.40 1.91 5.77  -0.3440
C16 -1.40 0.39 4.26  -0.0412
F5 -2.37 0.09 5.16  -0.3327

For the total energy, the calculation gives -74182.4880 eV. As for the HOMO-LUMO gap (spin up / spin down): 4.9 / 4.9 eV. As for the multiplicity: 6. As for the net charge: -2.

---

Record 3
Molecular formula: C16H11BBrF3N2O8S
Method: DFT, ωB97M-V/def2-TZVPD

Last column: Mulliken charge in e.
Element x y z (Å)
C1 -1.23 -0.16 2.94  -0.1884
C2 -0.93 -0.41 1.80  -1.2034
C3 -0.12 -0.82 0.66  1.2890
C4 -0.11 -2.09 0.05  -0.4827
N1 0.81 -1.93 -0.95  0.1406
C5 1.07 -3.08 -1.85  -0.2838
C6 -0.27 -3.58 -2.49  0.3387
O1 -0.61 -4.70 -2.39  -0.3810
Br1 -1.41 -2.31 -3.47  -0.1085
C7 1.35 -0.71 -0.97  0.1497
S1 2.62 -0.07 -2.06  1.1605
O2 2.08 0.56 -3.21  -0.5007
O3 3.49 0.73 -1.28  -0.5541
F1 3.48 -1.34 -2.53  -0.2227
N2 0.76 0.01 0.03  0.1939
C8 1.06 1.43 0.31  -0.6072
O4 0.57 2.14 -0.80  -0.3095
C9 1.04 3.47 -0.82  0.0634
C10 2.21 3.79 -1.52  0.1637
C11 2.66 5.14 -1.58  -0.7926
C12 1.89 6.12 -0.93  -0.2390
C13 0.71 5.82 -0.21  -0.7093
C14 0.29 4.47 -0.17  -0.1069
H1 -1.46 0.12 3.97  0.4107
H2 -0.73 -2.99 0.31  0.5264
H3 1.71 -2.75 -2.69  0.3000
H4 1.53 -3.90 -1.27  0.3392
H5 2.13 1.60 0.54  0.4194
H6 0.47 1.68 1.22  0.3922
H7 2.81 3.04 -2.06  0.2599
H8 3.57 5.38 -2.15  0.3725
H9 2.23 7.17 -1.00  0.3359
H10 0.14 6.62 0.26  0.3679
H11 -0.63 4.22 0.38  0.4143
B1 -4.37 -3.66 3.64  0.5198
O5 -3.14 -4.46 3.37  -0.4102
C15 -2.70 -4.13 2.18  0.7118
O6 -1.72 -4.59 1.64  -0.6738
C16 -3.60 -3.08 1.58  0.6379
O7 -3.46 -2.57 0.50  -0.6214
O8 -4.57 -2.81 2.43  -0.4201
F2 -4.17 -2.85 4.77  -0.3583
F3 -5.46 -4.50 3.83  -0.3339

The calculation puts the energy above the lowest of the compared OMol25 structures with the same formula, charge and spin at 22.5 kcal per mole. For the total energy, the calculation gives -125837.8352 eV. As for the HOMO-LUMO gap: 7.3 eV. As for the multiplicity: 1.

---

Record 4
Molecular formula: C16H11BrFNO3
Method: DFT, ωB97M-V/def2-TZVPD

Last column: Mulliken charge in e.
Element x y z (Å)
O1 -4.57 1.63 1.04  -0.4418
C1 -3.55 2.03 0.58  0.2179
Br1 -3.20 1.67 -1.31  -0.1215
C2 -2.57 2.78 1.54  -0.4027
C3 -1.27 1.96 1.88  0.5534
C4 -0.15 2.76 2.43  -0.6468
C5 1.09 2.07 2.78  -0.5907
C6 1.18 0.65 2.55  0.0074
C7 0.09 -0.16 1.95  0.0602
C8 -1.15 0.52 1.64  0.0655
C9 0.53 -1.63 1.79  0.1627
O2 -0.07 -2.51 1.25  -0.5395
N1 1.82 -1.68 2.40  -0.1599
C10 2.31 -0.37 2.80  0.1777
O3 3.41 -0.27 3.27  -0.5478
H1 -3.12 2.95 2.51  0.3017
H2 -2.29 3.80 1.16  0.3920
H3 -0.24 3.86 2.57  0.3552
H4 1.96 2.61 3.21  0.3952
H5 -2.01 -0.05 1.22  0.4391
H6 2.53 -2.25 1.93  0.2869
F1 -0.85 -0.62 -1.40  -0.1093
C11 -0.04 -1.16 -2.33  0.2624
C12 0.02 -0.58 -3.59  -0.4431
C13 0.86 -1.14 -4.55  -0.3945
C14 1.62 -2.26 -4.24  -0.5099
C15 1.55 -2.83 -2.98  -0.5206
C16 0.72 -2.27 -2.01  -0.2056
H7 -0.58 0.29 -3.81  0.3733
H8 0.92 -0.69 -5.53  0.3637
H9 2.27 -2.69 -4.99  0.3610
H10 2.14 -3.71 -2.74  0.3699
H11 0.65 -2.70 -1.02  0.4885

For the total energy, the calculation gives -97162.6311 eV. As for the HOMO-LUMO gap: 8.5 eV. As for the multiplicity: 1.

---

Record 5
Molecular formula: C16H11Cl2F2N3
Method: DFT, ωB97M-V/def2-TZVPD

Last column: Mulliken charge in e.
Element x y z (Å)
F1 2.94 -0.30 -0.58  -0.2986
C1 1.77 -0.89 -0.28  1.5881
F2 1.40 -1.63 -1.34  -0.2840
C2 1.87 -1.79 0.96  0.2751
C3 3.16 -2.13 1.43  -0.6435
C4 3.29 -2.93 2.57  -0.4514
C5 2.18 -3.39 3.27  -0.7965
C6 0.91 -3.02 2.82  -0.5102
C7 0.73 -2.26 1.66  0.3797
C8 -0.64 -1.89 1.24  -1.1606
N1 -0.93 -0.58 1.82  0.2648
C9 -0.84 -0.25 3.15  -0.1152
N2 -1.32 0.91 3.38  -0.6685
N3 -1.74 1.43 2.15  -0.3267
C10 -1.49 0.54 1.22  -0.3672
C11 -1.78 0.82 -0.18  0.5845
C12 -2.88 0.16 -0.79  -0.0938
C13 -3.25 0.47 -2.10  -0.7830
C14 -2.52 1.39 -2.84  -0.4060
C15 -1.42 2.04 -2.26  -0.0144
Cl1 -0.54 3.18 -3.26  -0.1928
C16 -1.05 1.74 -0.92  0.4568
Cl2 0.32 2.54 -0.20  -0.1390
H1 1.00 -0.16 -0.07  -0.6905
H2 4.04 -1.78 0.88  0.4356
H3 4.29 -3.23 2.88  0.3684
H4 2.35 -3.99 4.12  0.4535
H5 0.05 -3.44 3.34  0.4419
H6 -0.71 -1.91 0.15  0.4798
H7 -1.40 -2.60 1.58  0.4372
H8 -0.37 -0.88 3.91  0.4852
H9 -3.48 -0.57 -0.27  0.4526
H10 -4.11 0.01 -2.57  0.3957
H11 -2.80 1.58 -3.86  0.4432

The calculation puts the energy above the lowest of the compared OMol25 structures with the same formula, charge and spin at 0.2 kcal per mole. For the total energy, the calculation gives -51720.3765 eV. As for the HOMO-LUMO gap: 9.9 eV. As for the multiplicity: 1.

---

Record 6
Molecular formula: C16H11Cl3N2OS
Method: DFT, ωB97M-V/def2-TZVPD

Last column: Mulliken charge in e.
Element x y z (Å)
O1 -0.01 3.66 -1.86  -0.6326
C1 -0.14 2.76 -0.95  -0.1819
N1 -0.83 2.73 0.23  0.0235
C2 -0.83 1.78 0.99  0.5007
N2 -1.72 1.85 1.91  -0.7704
C3 -1.55 0.93 2.92  0.3625
C4 -0.37 0.29 3.36  -0.6003
C5 -0.70 -0.87 4.43  -0.8583
C6 -1.90 -1.02 5.01  0.5253
C7 -2.99 -0.18 4.68  -0.5761
C8 -2.67 0.52 3.61  0.0932
H1 -3.64 1.12 3.17  0.1260
H2 -4.09 -0.25 5.09  0.2876
Cl1 -1.96 -2.11 6.45  -0.2343
H3 0.13 -1.41 4.78  0.4452
H4 0.60 0.32 2.93  0.6241
S1 0.29 0.68 0.35  -0.2679
C9 0.72 1.51 -1.22  -0.4889
H5 1.71 1.51 -1.15  0.9422
C10 0.35 0.71 -2.44  -0.9816
C11 1.01 -0.54 -2.93  0.2147
C12 2.25 -1.05 -2.08  -0.6360
C13 2.89 -2.20 -2.43  0.4561
C14 2.76 -2.65 -3.71  -0.5981
C15 1.49 -2.43 -4.57  -0.9013
C16 0.83 -1.10 -4.03  0.9460
Cl2 -0.45 -0.29 -5.20  -0.2560
H6 1.46 -2.74 -5.45  0.5649
H7 3.27 -3.45 -4.09  0.4552
Cl3 4.01 -2.72 -1.37  -0.1984
H8 2.23 -0.76 -1.03  0.2115
H9 -0.91 0.30 -2.39  0.2822
H10 0.24 1.39 -3.23  0.6859
H11 -1.43 3.72 0.22  0.4355

For the total energy, the calculation gives -70192.4628 eV. As for the HOMO-LUMO gap: 7.8 eV. As for the multiplicity: 1.

---

Question: What is the multiplicity in the second record?
Answer: 6